{
  "formula": "C53H83FN2O32PS",
  "method": "ωB97M-V/def2-TZVPD",
  "charge": 1,
  "e_homo_ev": -11.74,
  "orbital_gap_ha": 0.2570,
  "e_tot_ha": -5425.65551,
  "elements": ["C", "C", "C", "N", "N", "C", "C", "O", "C", "C", "O", "O", "C", "C", "C", "C", "C", "C", "C", "C", "C", "F", "C", "P", "O", "O", "S", "H", "H", "H", "H", "H", "H", "H", "H", "H", "H", "H", "H", "H", "H", "H", "H", "H", "H", "H", "H", "H", "H", "H", "H", "H", "H", "H", "H", "H", "C", "C", "C", "O", "C", "O", "O", "H", "H", "H", "H", "H", "H", "C", "C", "C", "O", "C", "O", "O", "H", "H", "H", "H", "H", "H", "C", "C", "C", "O", "C", "O", "O", "H", "H", "H", "H", "H", "H", "C", "C", "C", "O", "C", "O", "O", "H", "H", "H", "H", "H", "H", "C", "C", "C", "O", "C", "O", "O", "H", "H", "H", "H", "H", "H", "C", "C", "C", "O", "C", "O", "O", "H", "H", "H", "H", "H", "H", "C", "C", "C", "O", "C", "O", "O", "H", "H", "H", "H", "H", "H", "C", "C", "C", "O", "C", "O", "O", "H", "H", "H", "H", "H", "H", "C", "C", "C", "O", "C", "O", "O", "H", "H", "H", "H", "H", "H"],
  "positions_angstrom": [[1.6548, -4.8260, 0.6179], [2.9994, -3.9076, 0.5702], [2.8018, -2.5698, 1.4477], [3.1590, -1.3247, 0.6706], [2.0117, -0.6619, 0.3004], [1.5345, -0.9402, -1.0486], [0.2427, -0.3012, -1.6004], [-0.1330, -0.6701, -2.9237], [-0.5492, 0.6626, -0.6926], [-1.8563, 1.3320, -1.2800], [-1.8538, 1.6142, -2.5105], [-3.0105, 1.6906, -0.5501], [-4.1201, 0.7633, -0.7777], [-4.4916, 0.0672, 0.6221], [-5.0385, -1.4280, 0.3563], [-6.0960, -1.5623, -0.8379], [-3.7494, -2.3899, 0.2154], [0.0207, 0.9019, 0.7447], [-0.8602, 1.8766, 1.6719], [-0.8265, 3.4114, 1.2110], [-2.2717, 4.0877, 1.4325], [-0.2921, 3.6302, -0.1032], [1.3615, 0.2251, 1.2265], [1.9278, 0.6664, 2.9587], [0.8354, -0.0553, 4.0770], [1.8432, 2.3843, 3.1589], [3.7073, 0.1434, 3.4624], [0.9519, -4.5193, -0.2376], [1.9036, -5.9339, 0.4244], [1.1068, -4.7523, 1.6194], [3.1861, -3.7135, -0.5462], [3.8355, -4.5458, 1.0150], [3.4504, -2.6673, 2.3790], [1.7034, -2.4928, 1.7450], [3.7154, -1.5929, -0.1585], [2.1346, -1.6717, -1.6999], [0.6620, -0.5992, -3.5046], [-5.0262, 1.4164, -1.0691], [-3.8782, 0.0336, -1.6185], [-5.2945, 0.6748, 1.1881], [-3.5900, 0.0060, 1.3390], [-5.5839, -1.7570, 1.3200], [-6.3182, -2.6813, -1.0184], [-7.0991, -1.0824, -0.5244], [-5.7509, -1.1459, -1.8417], [-3.5910, -2.9392, 1.2071], [-2.8389, -1.6947, 0.0738], [-3.8077, -3.0887, -0.6829], [-0.5717, 1.8485, 2.7757], [-1.9326, 1.4450, 1.6285], [-0.1081, 3.9453, 1.9411], [-2.5497, 4.7749, 0.5677], [-2.2652, 4.7052, 2.4033], [-3.0883, 3.2995, 1.5489], [-0.0072, -0.1446, 3.5551], [1.4999, 2.4745, 4.0888], [1.3420, 3.7061, -2.6800], [2.7469, 3.5995, -2.1261], [3.4938, 4.9012, -2.1293], [4.8472, 4.4843, -2.2654], [4.8265, 3.2807, -2.9037], [5.7908, 2.7374, -3.3562], [3.5593, 2.7773, -2.9616], [1.3543, 3.8533, -3.7636], [0.7955, 2.7767, -2.4982], [0.7893, 4.5245, -2.2145], [2.7262, 3.1549, -1.1249], [3.3541, 5.4574, -1.2003], [3.2398, 5.5500, -2.9736], [-9.4134, 3.6281, 0.8634], [-9.0209, 2.1887, 0.6032], [-10.0542, 1.1952, 1.0491], [-9.2693, 0.0524, 1.3678], [-8.0314, 0.5055, 1.7051], [-7.1809, -0.1644, 2.2170], [-7.8860, 1.8234, 1.3866], [-9.3754, 3.8603, 1.9313], [-8.7092, 4.3045, 0.3721], [-10.4153, 3.8436, 0.4857], [-8.7657, 2.0507, -0.4528], [-10.7698, 0.9626, 0.2582], [-10.6023, 1.5054, 1.9442], [8.5838, -3.6283, 2.4317], [8.1038, -2.6850, 1.3487], [7.2594, -1.5575, 1.8666], [6.4070, -1.2772, 0.7624], [6.3015, -2.4275, 0.0448], [5.5046, -2.6064, -0.8362], [7.2118, -3.3502, 0.4554], [7.7615, -4.2379, 2.8168], [9.3225, -4.3231, 2.0245], [9.0445, -3.0848, 3.2595], [8.9534, -2.3119, 0.7678], [7.8562, -0.6809, 2.1251], [6.6410, -1.8325, 2.7268], [1.0608, -3.2521, -5.6508], [2.2209, -3.9570, -4.9786], [2.5994, -5.2510, -5.6390], [3.1230, -6.0110, -4.5572], [2.5349, -5.5430, -3.4231], [2.5942, -6.0838, -2.3581], [1.8651, -4.3763, -3.6620], [0.1202, -3.7792, -5.4691], [0.9398, -2.2475, -5.2368], [1.2179, -3.1615, -6.7276], [3.0810, -3.2831, -4.9018], [3.3561, -5.1118, -6.4134], [1.7481, -5.7896, -6.0667], [5.8814, 7.4437, -5.7047], [5.2502, 8.6437, -5.0300], [5.8049, 8.9235, -3.6636], [4.7020, 9.5280, -2.9985], [3.5735, 9.0620, -3.6010], [2.4656, 9.2078, -3.1700], [3.8702, 8.4046, -4.7579], [5.5602, 6.5110, -5.2322], [5.5636, 7.3896, -6.7491], [6.9718, 7.4996, -5.6810], [5.3230, 9.5239, -5.6771], [6.6560, 9.6063, -3.6967], [6.0940, 8.0214, -3.1153], [2.0881, 12.7152, -4.0445], [2.9318, 13.2085, -2.8883], [2.3693, 14.4246, -2.2108], [3.5352, 15.0763, -1.7232], [4.5643, 14.7042, -2.5353], [5.6445, 15.2166, -2.5372], [4.1992, 13.6717, -3.3484], [2.1562, 13.3922, -4.9008], [2.4523, 11.7431, -4.3860], [1.0400, 12.6065, -3.7574], [3.1037, 12.3978, -2.1724], [1.7007, 14.1650, -1.3876], [1.8469, 15.1032, -2.8924], [-1.1942, -6.7898, 4.3685], [-1.6939, -5.8106, 3.3274], [-2.5366, -4.7060, 3.8970], [-3.4052, -4.3892, 2.8158], [-3.5162, -5.5150, 2.0568], [-4.3220, -5.6625, 1.1843], [-2.5942, -6.4479, 2.4226], [-2.0084, -7.4178, 4.7423], [-0.4607, -7.4623, 3.9273], [-0.7246, -6.2751, 5.2095], [-0.8534, -5.4118, 2.7489], [-1.9394, -3.8363, 4.1790], [-3.1420, -5.0142, 4.7549], [-6.6835, -7.4081, -0.0072], [-7.6593, -6.3683, -0.5167], [-9.0189, -6.9227, -0.8298], [-9.4760, -6.0602, -1.8643], [-8.3682, -5.5720, -2.4891], [-8.3831, -4.9754, -3.5262], [-7.2391, -5.8549, -1.7791], [-6.3734, -8.0855, -0.8081], [-5.7761, -6.9221, 0.3586], [-7.1126, -7.9934, 0.8097], [-7.7231, -5.5322, 0.1879], [-9.6891, -6.8802, 0.0311], [-8.9961, -7.9480, -1.2119], [1.7626, -6.9774, 9.0538], [2.3728, -7.5277, 7.7816], [3.3736, -6.6048, 7.1486], [3.2665, -6.9301, 5.7679], [2.0078, -7.4122, 5.5729], [1.5107, -7.5952, 4.4993], [1.3854, -7.6562, 6.7606], [1.0742, -6.1556, 8.8377], [1.1760, -7.7517, 9.5547], [2.5309, -6.6278, 9.7469], [2.8044, -8.5169, 7.9658], [4.3876, -6.7870, 7.5096], [3.1350, -5.5445, 7.2791]]
}